Entry from the Open Molecules 2025 dataset: a molecular structure, C17H28MoNO2P2Se in a non-equilibrium geometry (ωB97M-V with the def2-TZVPD basis set).

Last column: Mulliken charge in e.
Positions of all 52 atoms, in Å:
1 Mo 0.77277 0.60213 0.55816  -0.285
2 P -1.38285 -0.09479 -0.06467  1.454
3 C -1.59041 0.41565 -1.86261  -1.120
4 C -0.33566 1.08312 -2.36686  0.206
5 N 0.76638 1.04679 -1.58839  -0.033
6 C 1.98465 1.30345 -2.11948  0.811
7 C 2.07749 1.95437 -3.33767  -0.809
8 C 0.91896 2.18113 -4.07819  -0.440
9 C -0.29970 1.72317 -3.60267  -0.802
10 C 3.16331 0.87567 -1.30635  -1.496
11 P 2.72690 -0.53409 -0.19298  1.236
12 H -1.22315 1.79350 -4.18103  0.527
13 H 3.05977 2.26527 -3.68199  0.525
14 H 0.97513 2.68710 -5.04226  0.472
15 H 3.98506 0.56459 -1.96301  0.577
16 H 3.55362 1.68549 -0.67660  0.396
17 H -1.78900 -0.46735 -2.44171  0.522
18 H -2.47385 1.05156 -1.98094  0.674
19 H -0.89409 -2.53285 -2.92856  0.387
20 O -1.66438 -2.47318 -3.50151  -0.643
21 H -1.27384 -2.04778 -4.29347  0.353
22 H 0.11396 -2.16553 -0.66265  0.008
23 O 0.17570 -2.81378 -1.35012  -0.674
24 H 0.02453 -3.65642 -0.95224  0.296
25 C 3.09650 -1.95202 -1.31561  -1.175
26 H 3.88152 -1.74245 -2.06013  0.415
27 H 3.37754 -2.83565 -0.72799  0.447
28 H 2.16811 -2.20541 -1.86020  0.298
29 C 4.17609 -0.67486 0.90519  -1.225
30 H 4.03227 -1.55145 1.54803  0.441
31 H 5.11355 -0.78660 0.34180  0.421
32 H 4.22975 0.21534 1.53967  0.429
33 C -2.40003 1.19079 0.68666  -1.165
34 H -3.39461 1.25133 0.22279  0.466
35 H -2.52824 1.00681 1.76333  0.134
36 H -1.90975 2.16419 0.58003  0.458
37 C -2.49249 -1.54885 0.07116  -1.039
38 H -2.77121 -1.69611 1.13410  0.359
39 H -3.43295 -1.44714 -0.51078  0.474
40 H -2.01902 -2.49018 -0.27565  0.377
41 Se 0.84322 -0.53666 2.75562  -0.049
42 C -0.65619 0.20336 3.70145  0.208
43 C -1.77339 -0.60827 3.96367  -0.195
44 C -2.88741 -0.05070 4.58616  -0.442
45 C -2.88149 1.30401 4.95568  -0.531
46 C -1.75269 2.09847 4.70285  -0.478
47 C -0.63564 1.54768 4.08400  -0.135
48 H -1.75006 -1.65980 3.68434  0.521
49 H -3.75774 -0.67050 4.79918  0.453
50 H -3.75066 1.73475 5.45251  0.452
51 H -1.74758 3.14569 5.00482  0.457
52 H 0.25129 2.14702 3.88513  0.481

The value obtained for the HOMO energy (alpha / beta) is -18.45 / -17.67 eV. For the HOMO-LUMO gap (alpha / beta), the calculation gives 6.874 / 3.640 eV. As for the spin multiplicity: 3. As for the molecular weight: 515.26 g/mol. Its LUMO energy (alpha / beta) is -11.58 / -14.03 eV. The expectation value of S² is 2.15. The charge is +3. For the max |F|, the calculation gives 3.25 eV/Å.